(1)
Here is a molecular structure, C11H24FLaNO2Si from OMol25. Energies are from ωB97M-V/def2-TZVPD.

```
41
Properties=species:S:1:pos:R:3
C 1.19 2.37 1.66
C 2.33 2.72 0.69
C 1.89 2.55 -0.76
C 1.71 1.00 -1.11
O 0.48 0.88 -1.82
C -0.22 -0.43 -1.59
O -0.49 -1.06 -2.59
N -0.38 -0.64 -0.26
C 0.05 -2.01 0.16
C 1.25 -2.51 -0.57
C 1.74 -3.81 0.06
F 2.24 -1.54 -0.51
Si -2.09 -0.25 0.27
C -2.44 -0.95 1.96
C -2.31 1.61 0.38
C -3.37 -0.89 -0.92
H 1.26 1.37 2.02
H 1.19 3.06 2.48
H 0.24 2.45 1.16
H 2.72 3.70 0.86
H 3.12 2.00 0.83
H 2.74 3.03 -1.36
H 0.90 3.09 -0.91
H 2.54 0.71 -1.77
H 1.76 0.49 -0.17
H -0.74 -2.74 0.13
H 0.33 -1.92 1.20
H 1.02 -2.73 -1.60
H 1.02 -4.24 0.72
H 2.04 -4.51 -0.69
H 2.62 -3.57 0.64
H -2.58 -2.02 1.92
H -3.39 -0.52 2.23
H -1.71 -0.69 2.71
H -3.32 1.82 0.69
H -2.18 2.09 -0.59
H -1.66 2.07 1.11
H -4.17 -1.33 -0.35
H -3.81 -0.07 -1.47
H -3.03 -1.64 -1.61
La 1.53 3.06 -3.25
```

Values from the calculation:
- Kohn-Sham gap (eV) = 3.57
- charge = +3

Atomic partial charges in e from the Mulliken method, atoms 1 to 6: C -0.792; C -0.763; C -0.757; C 0.128; O -0.379; C -0.383

---

(2)
Here is a molecular structure, C9H20F3HgN2O9S from OMol25. Energies are from ωB97M-V/def2-TZVPD.

```
45
Properties=species:S:1:pos:R:3
Hg -0.47 0.42 1.48
O -1.05 -1.08 3.11
H -1.30 -1.89 2.64
O -1.83 2.08 1.15
H -2.46 1.59 0.59
O 0.91 1.32 3.30
C 1.41 2.63 3.40
C 0.49 3.71 4.10
O -0.70 4.10 3.52
H 1.81 2.95 2.43
H 2.23 2.54 4.13
H 1.13 4.61 4.28
H 0.45 3.43 5.18
C 3.30 1.62 -1.45
F 3.40 0.34 -1.80
F 3.88 1.80 -0.27
F 3.92 2.38 -2.37
S 1.46 2.08 -1.35
O 0.89 1.27 -0.28
O 1.49 3.50 -1.10
O 0.90 1.71 -2.63
C 1.09 -1.90 -0.19
O 0.85 -1.45 0.92
N 1.74 -3.05 -0.47
C 1.64 -3.62 -1.79
C 2.16 -3.97 0.55
H 0.63 -1.46 -1.09
H 2.51 -4.26 -1.96
H 1.39 -2.91 -2.57
H 0.87 -4.40 -1.86
H 2.45 -3.42 1.44
H 1.48 -4.81 0.69
H 3.12 -4.41 0.27
C -2.97 -0.80 -0.49
O -1.81 -0.88 -0.12
N -3.28 -0.09 -1.61
C -4.50 -0.51 -2.33
C -2.42 0.84 -2.26
H -3.80 -1.29 0.04
H -4.74 -1.53 -2.05
H -4.26 -0.78 -3.36
H -5.22 0.31 -2.31
H -3.06 1.62 -2.69
H -1.66 1.29 -1.62
H -2.05 0.39 -3.19
```

Values from the calculation:
- Kohn-Sham gap (eV) = 1.30
- energy above the lowest of the compared OMol25 structures with the same formula, charge and spin (kcal/mol) = 6.9
- charge = -3

Atomic partial charges in e from the natural (NBO) method, atoms 1 to 6: Hg 1.639; O -1.273; H 0.384; O -1.191; H 0.366; O -1.001

---

(3)
Here is a molecular structure, C7H19FNO2PSi from OMol25. Energies are from ωB97M-V/def2-TZVPD.

```
32
Properties=species:S:1:pos:R:3
C -2.47 1.97 0.46
C -0.49 -3.21 0.49
C 2.28 -1.16 -2.10
C 0.92 0.12 2.01
C 1.99 1.95 -1.19
C -2.06 1.73 -0.99
C -1.68 -2.43 0.79
N 1.51 -0.41 0.76
O -0.89 0.80 -1.11
O -1.62 -1.13 0.23
F -2.33 -0.94 -2.06
Si 1.78 0.12 -0.69
P -0.90 -0.78 -1.13
H -2.50 0.97 0.94
H -1.75 2.55 1.07
H -3.44 2.41 0.37
H 0.55 -2.55 0.60
H -0.46 -3.98 1.27
H -0.41 -3.60 -0.55
H 2.20 -2.24 -1.96
H 1.71 -0.86 -2.91
H 3.25 -0.95 -2.34
H 0.65 -0.71 2.61
H 1.69 0.68 2.68
H -0.07 0.70 1.92
H 1.66 1.93 -2.28
H 1.38 2.68 -0.54
H 3.02 2.38 -1.15
H -1.70 2.77 -1.29
H -2.75 1.24 -1.59
H -2.06 -2.31 1.87
H -2.58 -2.87 0.32
```

Values from the calculation:
- Kohn-Sham gap (eV) = 9.04
- energy above the lowest of the compared OMol25 structures with the same formula, charge and spin (kcal/mol) = 68.9
- charge = 0

Atomic partial charges in e from the natural (NBO) method, atoms 1 to 6: C -0.647; C -0.704; C -1.064; C -0.415; C -1.181; C -0.053

---

(4)
Here is a molecular structure, C26H37NO7P2PdSSi from OMol25. Energies are from ωB97M-V/def2-TZVPD.

```
76
Properties=species:S:1:pos:R:3
Pd -0.09 0.17 -0.95
N -0.82 2.77 -3.32
C -0.98 1.36 -3.76
C -1.48 1.29 -5.18
P 0.75 0.55 -3.73
O 1.55 1.81 -3.00
O 1.20 0.40 -5.12
O 0.86 -0.61 -2.78
P -2.18 0.66 -2.50
O -3.58 0.74 -3.30
O -2.20 1.72 -1.42
O -1.95 -0.76 -2.08
H 0.19 2.95 -3.17
H -1.31 2.76 -2.36
H -1.24 3.44 -3.97
H -0.72 1.68 -5.86
H -2.42 1.82 -5.31
H -1.62 0.24 -5.46
H 2.13 1.50 -2.30
H -4.07 -0.07 -3.19
C 0.32 5.53 0.09
C -0.33 5.00 1.36
C -1.26 3.82 1.12
S -0.45 2.23 0.57
O 0.32 2.63 -0.64
C 0.85 2.08 1.90
C 2.24 2.27 1.33
C 2.72 1.03 0.57
H 1.14 6.20 0.35
H -0.40 6.08 -0.51
H 0.71 4.71 -0.50
H -0.91 5.80 1.83
H 0.44 4.71 2.07
H -1.98 4.02 0.32
H -1.81 3.55 2.02
H 0.72 1.07 2.28
H 0.63 2.79 2.69
H 2.94 2.48 2.14
H 2.24 3.13 0.65
H 2.99 0.23 1.27
H 3.60 1.26 -0.03
H 1.92 0.64 -0.08
C 3.98 -3.97 -0.55
C 3.12 -3.50 -1.52
C 1.93 -2.89 -1.17
C 1.57 -2.73 0.17
C 2.42 -3.26 1.14
C 3.62 -3.86 0.79
Si -0.09 -1.80 0.56
C -1.41 -3.22 0.57
C -2.47 -3.27 -0.32
C -3.40 -4.30 -0.27
C -3.27 -5.31 0.66
C -2.20 -5.29 1.55
C -1.29 -4.25 1.50
C -0.19 -1.19 2.41
C 0.93 -0.96 3.21
C 0.80 -0.48 4.51
C -0.45 -0.21 5.03
C -1.57 -0.43 4.25
C -1.44 -0.90 2.96
H 4.91 -4.43 -0.82
H 3.37 -3.61 -2.57
H 1.27 -2.53 -1.94
H 2.15 -3.21 2.18
H 4.27 -4.25 1.55
H -2.57 -2.49 -1.06
H -4.23 -4.31 -0.97
H -3.99 -6.11 0.70
H -2.09 -6.08 2.27
H -0.46 -4.25 2.20
H 1.91 -1.15 2.82
H 1.68 -0.33 5.12
H -0.55 0.16 6.04
H -2.56 -0.23 4.65
H -2.32 -1.06 2.35
```

Values from the calculation:
- Kohn-Sham gap (spin up / spin down) (eV) = 6.64 / 6.60
- energy above the lowest of the compared OMol25 structures with the same formula, charge and spin (kcal/mol) = 82.2
- charge = 0

Atomic partial charges in e from the Mulliken method, atoms 1 to 6: Pd -0.824; N -0.158; C 0.756; C -1.900; P 0.842; O -0.719

---

(5)
Here is a molecular structure, C36H63BeBr2F3ILiN5O9 from OMol25. Energies are from ωB97M-V/def2-TZVPD.

```
121
Properties=species:S:1:pos:R:3
C -2.51 -3.94 2.54
C -2.15 -3.99 1.08
C -1.05 -4.96 0.75
C -2.70 -3.24 0.13
C -3.91 -2.36 0.27
C -3.70 -0.96 -0.33
C -2.78 -0.08 0.57
C -3.68 1.05 1.12
C -1.69 0.51 -0.33
C -0.49 1.23 0.37
C 0.81 0.41 0.20
C 1.90 0.95 -0.73
C 1.36 1.03 -2.14
N 2.32 1.49 -3.13
O 2.62 2.15 -0.34
C 1.91 3.23 -0.37
N 1.29 4.17 -0.09
C 2.99 -0.16 -0.49
O 3.98 -0.30 -1.17
N 2.67 -0.92 0.64
C 1.60 -0.22 1.38
C 2.12 0.79 2.40
C 3.40 0.37 3.14
C 4.68 0.51 2.32
I 3.58 1.78 4.80
C 0.79 -1.29 2.09
F 0.22 -2.13 1.21
F 1.57 -2.05 2.89
F -0.19 -0.79 2.85
H -3.34 -3.28 2.76
H -1.64 -3.53 3.07
H -2.70 -4.92 2.96
H -0.78 -4.91 -0.30
H -1.29 -5.96 1.08
H -0.18 -4.65 1.33
H -2.25 -3.29 -0.85
H -4.25 -2.26 1.29
H -4.72 -2.84 -0.28
H -4.68 -0.50 -0.43
H -3.29 -1.06 -1.33
H -2.41 -0.75 1.34
H -3.08 1.76 1.67
H -4.09 1.56 0.25
H -4.45 0.61 1.72
H -1.30 -0.23 -1.03
H -2.20 1.25 -0.94
H -0.43 2.23 -0.03
H -0.74 1.33 1.58
H 0.47 -0.47 -0.34
H 0.54 1.77 -2.09
H 0.91 0.09 -2.45
H 3.22 1.69 -2.73
H 2.40 0.81 -3.87
H 2.41 -1.86 0.37
H 1.36 0.97 3.15
H 2.32 1.76 1.96
H 3.33 -0.60 3.61
H 4.59 1.22 1.51
H 5.52 0.73 2.97
H 4.91 -0.48 1.91
C -8.06 2.87 1.06
C -7.19 1.70 0.97
N -6.51 0.77 0.90
H -8.63 2.97 0.14
H -8.74 2.77 1.90
H -7.46 3.77 1.20
C -2.08 5.71 4.92
C -3.57 5.43 4.84
C -3.91 4.05 4.31
O -5.23 4.26 3.76
C -5.32 5.56 3.38
O -6.18 6.03 2.72
O -4.21 6.28 3.86
H -1.90 6.77 5.13
H -1.61 5.12 5.70
H -1.55 5.49 3.98
H -4.04 5.61 5.80
H -3.93 3.29 5.10
H -3.25 3.71 3.50
C 5.39 6.55 -1.67
C 3.99 5.94 -1.64
C 3.12 7.18 -1.46
O 3.81 8.26 -2.09
C 5.15 7.86 -2.41
H 6.13 5.92 -2.16
H 5.73 6.75 -0.65
H 3.77 5.47 -2.61
H 3.83 5.20 -0.86
H 3.00 7.42 -0.40
H 2.13 7.07 -1.91
H 5.22 7.72 -3.49
H 5.84 8.64 -2.12
C 4.90 -3.44 -3.51
C 3.86 -2.66 -4.12
N 2.99 -2.02 -4.58
H 5.79 -2.82 -3.36
H 4.56 -3.81 -2.54
H 5.15 -4.29 -4.15
Li -2.73 5.62 2.85
Br 4.12 -1.61 -6.58
Be -5.53 2.95 6.45
C -0.10 -8.06 -3.83
O 0.33 -7.13 -2.83
C 1.70 -7.28 -2.50
C 2.55 -6.23 -3.20
O 2.55 -6.41 -4.60
C 1.66 -5.53 -5.29
H -1.06 -7.72 -4.20
H 0.61 -8.11 -4.66
H -0.22 -9.05 -3.39
H 2.06 -8.28 -2.75
H 1.79 -7.14 -1.42
H 3.59 -6.34 -2.86
H 2.21 -5.22 -2.93
H 2.09 -4.53 -5.34
H 0.69 -5.49 -4.81
H 1.54 -5.91 -6.30
O -2.36 -7.85 -0.38
H -3.03 -7.15 -0.42
H -1.64 -7.51 -0.92
Br -0.93 2.37 2.98
```

Values from the calculation:
- Kohn-Sham gap (eV) = 1.50
- charge = +1

Atomic partial charges in e from the Mulliken method, atoms 1 to 6: C -1.617; C 1.201; C -1.379; C -0.118; C -1.170; C -1.678

---

(6)
Here is C8H5N3O3S in the gas phase from OMol25. Energies are from ωB97M-V/def2-TZVPD.

```
20
Properties=species:S:1:pos:R:3
C -1.29 -2.11 1.64
C -2.31 -1.74 2.40
C -0.74 -1.00 0.85
C -1.42 0.14 1.00
C -0.35 1.76 -0.19
C 2.53 0.57 -2.03
C 0.90 -0.30 -0.64
C 1.59 1.71 -1.65
N 0.35 -1.22 0.03
N 2.01 -0.54 -1.43
N 0.61 1.07 -0.77
O -0.72 2.88 -0.16
O 3.51 0.62 -2.72
O -3.95 0.34 1.91
S -2.59 0.07 2.35
H -0.88 -3.10 1.54
H -2.90 -2.34 3.06
H 2.13 2.51 -1.14
H 1.12 2.13 -2.54
H 2.41 -1.46 -1.49
```

Values from the calculation:
- Kohn-Sham gap (eV) = 8.43
- charge = 0

Atomic partial charges in e from the natural (NBO) method, atoms 1 to 6: C -0.208; C -0.394; C 0.020; C -0.363; C 0.848; C 0.674

---

(7)
Here is a molecular structure, C11H18N7RuS2 from OMol25. Energies are from ωB97M-V/def2-TZVPD.

```
39
Properties=species:S:1:pos:R:3
Ru -0.22 -1.03 0.20
C 2.54 3.95 3.53
C 2.28 2.51 3.14
N 2.06 2.37 1.71
C 1.39 1.42 1.10
S 0.61 0.13 2.01
N 1.37 1.46 -0.24
N 0.74 0.47 -0.82
C 0.79 0.39 -2.15
C 1.46 1.39 -3.00
C 0.17 -0.81 -2.69
C 0.17 -1.11 -4.05
C -0.35 -2.33 -4.48
C -0.84 -3.21 -3.54
C -0.84 -2.85 -2.19
N -0.35 -1.68 -1.78
H 2.74 4.01 4.60
H 1.67 4.58 3.31
H 3.40 4.37 3.01
H 1.43 2.08 3.68
H 3.15 1.90 3.41
H 2.51 3.07 1.12
H 1.97 2.14 -2.41
H 0.72 1.90 -3.64
H 2.17 0.92 -3.68
H 0.57 -0.40 -4.76
H -0.35 -2.58 -5.53
H -1.23 -4.18 -3.83
H -1.24 -3.52 -1.44
N -2.57 -0.30 0.64
N -3.04 -0.96 1.78
C -2.50 -2.10 2.22
N -3.06 -2.75 3.21
S -1.05 -2.76 1.52
H -2.62 0.70 0.80
H -3.16 -0.52 -0.16
H -3.91 -0.64 2.17
H -3.93 -2.46 3.65
H -2.64 -3.59 3.57
```

Values from the calculation:
- Kohn-Sham gap (spin up / spin down) (eV) = 8.02 / 6.54
- charge = +3
- multiplicity = 5

Atomic partial charges in e from the natural (NBO) method, atoms 1 to 6: Ru 0.865; C -0.630; C -0.256; N -0.337; C 0.266; S 0.038

---

(8)
Here is 3 unconnected molecules or ions with the total composition C5H15N2O from OMol25. Energies are from ωB97M-V/def2-TZVPD.

```
23
Properties=species:S:1:pos:R:3
C 0.26 1.06 2.46
C 0.73 1.21 1.08
C 0.02 1.81 0.03
C -1.24 2.32 0.15
N 1.50 -1.02 -1.99
C 0.76 -2.19 -1.53
N 0.46 -2.00 -0.12
H -0.81 0.86 2.50
H 0.78 0.26 2.98
H 0.47 1.98 3.02
H 1.74 0.93 0.87
H 2.04 -1.19 -2.84
H -0.15 -2.28 -2.12
H 0.49 1.87 -0.93
H -1.74 2.36 1.10
H -1.67 2.83 -0.69
H 2.13 -0.73 -1.27
H 1.32 -3.11 -1.66
H 0.34 -2.86 0.39
H -0.38 -1.46 -0.03
H -3.07 -0.54 -0.66
H -1.86 0.41 -0.31
O -2.13 -0.50 -0.43
```

Values from the calculation:
- Kohn-Sham gap (eV) = 5.01
- energy above the lowest of the compared OMol25 structures with the same formula, charge and spin (kcal/mol) = 89.9
- charge = +1

Atomic partial charges in e from the natural (NBO) method, atoms 1 to 6: C -0.745; C 0.311; C -0.363; C -0.099; N -0.861; C -0.051

---

(9)
Here is a molecular structure, C5H8N2O from OMol25. Energies are from ωB97M-V/def2-TZVPD.

```
16
Properties=species:S:1:pos:R:3
C -1.74 1.31 0.41
C -2.18 0.13 -0.43
C 0.77 -0.82 0.15
C 2.16 -0.95 0.09
C 2.81 0.24 -0.22
H -1.41 1.28 1.43
H -2.70 2.01 0.45
H -1.16 1.92 -0.45
H -3.03 0.04 -0.93
H -0.62 -2.55 0.48
H 0.34 0.33 0.10
H 2.62 -1.83 0.34
H 4.14 0.09 -0.38
N -1.62 -1.02 -0.70
N -0.50 -1.46 0.10
O 2.13 1.28 -0.44
```

Values from the calculation:
- Kohn-Sham gap (eV) = 8.68
- energy above the lowest of the compared OMol25 structures with the same formula, charge and spin (kcal/mol) = 146.8
- charge = 0

Atomic partial charges in e from the natural (NBO) method, atoms 1 to 6: C -0.735; C 0.112; C 0.147; C -0.496; C 0.398; H 0.259

---

(10)
Here is C5H8O2 in the gas phase from OMol25. Energies are from ωB97M-V/def2-TZVPD.

```
15
Properties=species:S:1:pos:R:3
C -0.36 1.45 -0.34
C -0.16 0.05 0.20
O 1.11 -0.18 0.82
C 2.18 -0.14 0.01
O 2.16 0.08 -1.17
C -0.77 -1.14 -0.46
C -1.25 -0.70 0.89
H -0.44 1.45 -1.43
H 0.48 2.08 -0.07
H -1.26 1.91 0.08
H 3.08 -0.33 0.60
H -1.39 -0.96 -1.33
H -0.18 -2.06 -0.51
H -2.22 -0.21 0.97
H -0.98 -1.30 1.75
```

Values from the calculation:
- Kohn-Sham gap (eV) = 11.32
- energy above the lowest of the compared OMol25 structures with the same formula, charge and spin (kcal/mol) = 23.5
- charge = 0

Atomic partial charges in e from the natural (NBO) method, atoms 1 to 6: C -0.631; C 0.227; O -0.496; C 0.649; O -0.578; C -0.429

---

(11)
Here is a molecular structure, C15H29BrF9N8O4PS2 from OMol25. Energies are from ωB97M-V/def2-TZVPD.

```
69
Properties=species:S:1:pos:R:3
C 1.59 -3.78 5.39
C 2.64 -3.47 4.20
P 2.04 -3.94 2.47
C 0.80 -5.35 2.72
C -0.01 -5.71 1.37
C 1.15 -2.52 1.59
C 0.89 -1.47 2.80
N 0.29 -0.37 1.92
C 0.08 0.70 2.96
C -1.47 1.18 3.06
C -1.96 2.00 1.79
Br -2.66 0.71 0.46
C 1.34 -0.20 0.94
N 1.70 0.90 0.29
N 1.02 2.11 0.47
C 2.83 0.99 -0.67
C 2.47 1.62 -2.08
N 1.08 1.50 -2.52
N 2.75 3.10 -1.96
N 3.45 1.10 -3.11
N 1.97 -1.54 0.76
C 1.97 -2.11 -0.59
F 1.27 -1.38 -1.54
F 3.32 -2.31 -0.95
F 1.43 -3.42 -0.67
H 0.53 -3.43 5.16
H 1.54 -4.92 5.45
H 1.98 -3.43 6.39
H 3.07 -2.41 4.27
H 3.54 -4.16 4.41
H 0.00 -5.13 3.51
H 1.39 -6.28 3.03
H -0.87 -6.37 1.69
H 0.67 -6.22 0.61
H -0.45 -4.78 0.90
H 0.06 -2.66 1.26
H 0.22 -1.91 3.59
H 1.88 -1.00 3.10
H 0.29 0.27 4.00
H 0.78 1.59 2.88
H -1.48 1.89 3.96
H -2.13 0.30 3.34
H -1.21 2.75 1.38
H -2.86 2.62 2.13
H 1.67 2.89 0.39
H 0.23 2.18 -0.19
H 3.58 1.72 -0.18
H 3.42 0.03 -0.82
H 0.51 0.85 -1.96
H 0.60 2.41 -2.57
H 3.75 3.26 -1.77
H 2.56 3.58 -2.85
H 4.37 1.48 -2.84
H 3.18 1.61 -3.97
C -6.16 1.67 -4.94
F -7.50 1.57 -4.94
F -5.69 0.53 -4.40
F -5.77 1.66 -6.23
S -5.57 3.16 -4.06
O -6.05 2.99 -2.70
O -6.15 4.27 -4.78
N -4.01 2.91 -4.28
S -3.10 4.04 -3.65
O -3.05 4.09 -2.19
O -3.14 5.34 -4.30
C -1.49 3.33 -4.13
F -1.36 3.20 -5.46
F -1.31 2.10 -3.62
F -0.44 4.08 -3.72
```

Values from the calculation:
- Kohn-Sham gap (eV) = 6.79
- energy above the lowest of the compared OMol25 structures with the same formula, charge and spin (kcal/mol) = 0.0
- charge = 0

Atomic partial charges in e from the natural (NBO) method, atoms 1 to 6: C -0.629; C -0.717; P 0.753; C -0.700; C -0.614; C -0.343

---

Number 1: maximum force 3.67 eV/A, calculated total energy -1058.51838 Ha. Number 2: maximum force 4.33 eV/A, calculated total energy -1992.42363 Ha. Number 3: maximum force 4.43 eV/A, calculated total energy -1214.03401 Ha. Number 4: maximum force 3.07 eV/A, calculated total energy -3092.79907 Ha. Number 5: maximum force 2.87 eV/A, calculated total energy -8127.46055 Ha. Number 6: maximum force 4.67 eV/A, calculated total energy -1095.91709 Ha. Number 7: maximum force 1.46 eV/A, calculated total energy -1703.49647 Ha. Number 8: maximum force 1.22 eV/A, calculated total energy -383.90777 Ha. Number 9: maximum force 6.28 eV/A, calculated total energy -379.85421 Ha. Number 10: maximum force 0.51 eV/A, calculated total energy -345.76745 Ha. Number 11: maximum force 5.58 eV/A, calculated total energy -5938.25032 Ha.